No. 1
Computed, not measured: C22H41BCeN6O4Si as an isolated structure, with ωB97M-V/def2-TZVPD.

Each line ends with the Mulliken charge.
Positions of all 76 atoms, in Å:
1 H -0.512 3.206 0.888  0.588
2 N -0.142 1.931 -0.750  0.529
3 B 0.579 0.760 -2.895  0.166
4 N 0.539 1.979 -1.918  -0.164
5 C 1.137 3.179 -1.974  -0.215
6 Ce -0.811 -1.469 -0.107  0.846
7 H 1.727 3.457 -2.831  0.510
8 C 0.821 3.890 -0.820  -1.254
9 H 1.144 4.879 -0.564  0.498
10 C -0.003 3.067 -0.057  0.125
11 H 0.924 1.123 -3.986  -0.018
12 C -0.989 -3.772 0.150  -1.374
13 H -1.912 -3.920 0.738  0.480
14 H -0.143 -4.317 0.590  0.441
15 H -1.170 -4.114 -0.887  0.510
16 N -0.843 0.133 -2.952  -0.114
17 N 1.555 -0.334 -2.346  -0.147
18 N -1.441 -0.431 -1.815  0.144
19 N 1.194 -1.121 -1.253  0.292
20 C -1.627 -0.085 -4.011  0.019
21 C 2.742 -0.748 -2.816  -0.066
22 H -1.286 0.226 -4.988  0.489
23 H 3.178 -0.260 -3.677  0.489
24 C -2.803 -0.709 -3.597  -1.304
25 C 3.193 -1.812 -2.036  -1.248
26 C -2.701 -0.882 -2.218  -0.028
27 C 2.208 -2.026 -1.062  -0.080
28 H -3.625 -0.997 -4.233  0.467
29 H 4.105 -2.363 -2.158  0.444
30 H -3.412 -1.270 -1.494  0.581
31 H 2.154 -2.760 -0.269  0.532
32 H -0.796 1.176 -0.544  0.010
33 C 1.237 3.853 3.409  -1.618
34 C 1.303 2.349 3.628  1.469
35 C 2.277 1.696 2.655  -0.994
36 C 1.687 2.076 5.075  -1.564
37 O -0.061 1.823 3.379  -0.045
38 Si -0.396 0.198 3.225  -1.106
39 O -0.290 -0.306 1.692  1.570
40 O 0.611 -0.562 4.285  -0.186
41 C 0.482 -1.875 4.927  1.697
42 C 0.588 -2.936 3.841  -1.318
43 C 1.628 -1.980 5.927  -1.944
44 C -0.843 -1.981 5.670  -1.498
45 O -1.931 -0.122 3.742  -0.407
46 C -3.031 0.835 3.666  1.638
47 C -3.078 1.488 2.288  -1.147
48 C -4.300 0.027 3.921  -1.743
49 C -2.832 1.877 4.761  -1.504
50 H 2.228 4.286 3.607  0.456
51 H 0.520 4.315 4.099  0.382
52 H 0.954 4.102 2.381  0.183
53 H 3.254 2.198 2.721  0.562
54 H 2.429 0.635 2.890  0.107
55 H 1.917 1.788 1.624  -0.007
56 H 0.961 2.534 5.758  0.337
57 H 1.743 1.001 5.275  0.093
58 H 2.674 2.521 5.277  0.545
59 H 1.512 -2.801 3.266  0.252
60 H 0.601 -3.938 4.296  0.524
61 H -0.271 -2.878 3.160  0.040
62 H 1.525 -1.232 6.725  0.406
63 H 1.610 -2.973 6.397  0.467
64 H 2.603 -1.851 5.441  0.344
65 H -0.899 -1.232 6.469  0.366
66 H -1.701 -1.856 5.002  0.163
67 H -0.917 -2.976 6.137  0.512
68 H -3.237 0.740 1.499  0.067
69 H -3.923 2.191 2.261  0.621
70 H -2.166 2.059 2.068  0.032
71 H -4.271 -0.440 4.913  0.378
72 H -5.174 0.690 3.875  0.420
73 H -4.421 -0.760 3.166  0.322
74 H -2.783 1.392 5.746  0.343
75 H -1.907 2.443 4.597  0.122
76 H -3.682 2.574 4.758  0.518

Its net charge is +2. The largest force on an atom comes out at 6.8 eV/Å. The lowest unoccupied orbital energy (alpha / beta) comes out at -8.626 / -7.139 eV. As for the calculated total energy: -62084.1713 eV. As for the HOMO-LUMO gap (alpha / beta): 5.9 / 7.4 eV. Its energy above the lowest of the compared OMol25 structures with the same formula, charge and spin is 138.1 kJ/mol.



No. 2
Computed, not measured: an isolated molecule of C17H26N4O2S, with ωB97M-V/def2-TZVPD.

Each line ends with the natural charge from an NBO analysis.
Positions of all 50 atoms, in Å:
1 C -6.303 1.695 -1.494  -0.727
2 S -4.947 1.731 -0.245  0.135
3 C -4.991 -0.004 0.368  -0.509
4 C -3.825 -0.269 1.313  -0.400
5 C -2.429 -0.329 0.604  -0.132
6 N -2.187 -1.714 0.221  -0.648
7 C -2.225 -2.085 -1.105  0.789
8 O -3.034 -1.652 -1.927  -0.675
9 N -1.306 -2.987 -1.567  -0.634
10 C -0.108 -3.439 -0.867  -0.254
11 C 0.940 -2.332 -0.727  -0.015
12 C 1.373 -1.844 0.526  -0.208
13 C 2.337 -0.823 0.558  -0.268
14 C 2.869 -0.360 -0.648  0.169
15 N 3.898 0.609 -0.590  -0.827
16 C 2.487 -0.869 -1.897  -0.270
17 C 1.510 -1.865 -1.900  -0.194
18 C -1.282 0.200 1.523  0.694
19 O -0.916 -0.467 2.485  -0.659
20 N -0.679 1.440 1.371  -0.431
21 C 0.285 1.948 2.337  -0.204
22 C 0.899 3.132 1.587  -0.414
23 C -0.229 3.594 0.703  -0.403
24 C -0.880 2.297 0.214  -0.220
25 H -6.219 2.599 -2.086  0.226
26 H -7.286 1.693 -1.036  0.211
27 H -6.176 0.828 -2.175  0.225
28 H -5.013 -0.665 -0.473  0.237
29 H -5.936 -0.126 0.918  0.212
30 H -3.739 0.561 2.059  0.208
31 H -3.978 -1.174 1.865  0.232
32 H -2.425 0.263 -0.336  0.237
33 H -1.470 -2.179 0.772  0.402
34 H -1.286 -3.084 -2.587  0.410
35 H -0.351 -3.796 0.136  0.196
36 H 0.332 -4.291 -1.394  0.217
37 H 0.893 -2.133 1.428  0.226
38 H 2.617 -0.324 1.488  0.211
39 H 4.381 0.893 -1.459  0.392
40 H 4.297 0.790 0.283  0.384
41 H 2.925 -0.485 -2.837  0.214
42 H 1.213 -2.262 -2.849  0.202
43 H -0.259 2.248 3.235  0.195
44 H 0.974 1.159 2.597  0.215
45 H 1.255 3.876 2.299  0.220
46 H 1.690 2.755 0.935  0.207
47 H 0.106 4.212 -0.103  0.216
48 H -0.967 4.216 1.266  0.204
49 H -0.365 1.909 -0.639  0.188
50 H -1.925 2.368 -0.028  0.219

The largest force on an atom comes out at 2.8 eV/Å. The lowest unoccupied orbital energy comes out at 0.790 eV. The structure (SMILES) is CSCC[C@H](NC(=O)NCc1ccc(N)cc1)C(=O)N1CCCC1. As for the calculated total energy: -38942.7407 eV. As for the HOMO-LUMO gap: 8.8 eV. Its energy above the lowest of the compared OMol25 structures with the same formula, charge and spin is 10.3 kJ/mol.



No. 3
Computed, not measured: a 2-piece molecular cluster, C5H15N2O2 overall, with ωB97M-V/def2-TZVPD.

Each line ends with the natural charge from an NBO analysis.
Positions of all 24 atoms, in Å:
1 C -1.722 -0.172 -1.762  -0.088
2 O -2.067 -1.525 -1.919  -0.726
3 C -0.488 -0.048 -0.864  -0.058
4 C -0.475 1.227 0.022  -0.465
5 C 0.351 1.154 1.265  0.121
6 C 1.622 1.503 1.314  -0.398
7 N -0.361 0.625 2.368  -0.885
8 N -0.461 -1.198 0.104  -0.686
9 H -2.554 0.339 -1.304  0.194
10 H -1.627 0.389 -2.698  0.210
11 H -1.614 -1.993 -2.625  0.491
12 H 0.430 -0.089 -1.447  0.236
13 H -1.511 1.529 0.182  0.226
14 H -0.072 2.005 -0.627  0.248
15 H 2.117 1.884 0.443  0.208
16 H 2.213 1.540 2.221  0.219
17 H 0.177 0.189 3.099  0.394
18 H -1.110 1.208 2.712  0.396
19 H -0.647 -2.085 -0.345  0.445
20 H -1.112 -1.019 0.871  0.456
21 H 0.486 -1.265 0.474  0.456
22 H 2.647 -2.082 -0.160  0.480
23 H 3.289 -0.954 -0.911  0.499
24 O 2.487 -1.162 -0.413  -0.971

Its net charge is +1. The largest force on an atom comes out at 1.8 eV/Å. The lowest unoccupied orbital energy comes out at -3.012 eV. As for the calculated total energy: -12496.8580 eV. As for the HOMO-LUMO gap: 9.5 eV. Its energy above the lowest of the compared OMol25 structures with the same formula, charge and spin is 175.1 kJ/mol.



No. 4
Computed, not measured: a 2-piece molecular cluster, C5H10O2 overall, with ωB97M-V/def2-TZVPD.

Each line ends with the natural charge from an NBO analysis.
Positions of all 17 atoms, in Å:
1 C 1.924 -0.035 -0.833  -0.393
2 C 0.670 -0.296 -1.194  -0.193
3 C -0.568 0.454 -0.778  -0.318
4 C -1.667 -0.392 -0.101  -0.048
5 O -1.575 0.371 1.114  -0.545
6 C -0.604 1.264 0.535  -0.061
7 H 2.756 -0.647 -1.171  0.210
8 H 2.180 0.811 -0.201  0.200
9 H 0.486 -1.108 -1.903  0.205
10 H -0.941 1.021 -1.635  0.223
11 H -1.422 -1.449 0.066  0.180
12 H -2.658 -0.318 -0.566  0.179
13 H -1.000 2.283 0.461  0.182
14 H 0.325 1.295 1.114  0.183
15 O 0.940 -1.239 1.969  -0.950
16 H 0.175 -0.664 2.114  0.475
17 H 0.977 -1.353 1.011  0.470

The largest force on an atom comes out at 0.4 eV/Å. The lowest unoccupied orbital energy comes out at 0.891 eV. The structure (SMILES) is C=CC1COC1.O. As for the calculated total energy: -9440.2449 eV. As for the HOMO-LUMO gap: 11.0 eV. Its energy above the lowest of the compared OMol25 structures with the same formula, charge and spin is 270.0 kJ/mol.



No. 5
Computed, not measured: a 2-piece molecular cluster, C2H5NO4 overall, with ωB97M-V/def2-TZVPD.

Each line ends with the natural charge from an NBO analysis.
Positions of all 12 atoms, in Å:
1 O -2.926 0.092 -1.668  -0.567
2 C -2.048 0.755 -1.215  0.544
3 N -1.641 0.412 0.112  -0.709
4 C -2.143 -0.632 0.927  0.868
5 O -1.544 -0.904 1.942  -0.586
6 O -2.937 -1.501 0.347  -0.651
7 H -1.504 1.410 -1.810  0.151
8 H -0.946 0.992 0.796  0.438
9 H -3.727 -0.850 -0.086  0.512
10 O 6.208 0.192 0.449  -0.959
11 H 7.202 0.392 0.530  0.481
12 H 6.007 -0.358 -0.325  0.478

The largest force on an atom comes out at 5.6 eV/Å. The lowest unoccupied orbital energy comes out at 0.502 eV. The structure (SMILES) is O=CNC(=O)O.O. As for the calculated total energy: -11834.2140 eV. As for the HOMO-LUMO gap: 11.3 eV. Its energy above the lowest of the compared OMol25 structures with the same formula, charge and spin is 248.8 kJ/mol.



> Which value of calculated total energy does entry 1 give?

-62084.1713 eV